No. 1
This record from the OMol25 dataset describes a structure of composition C29H30BrFeN3O3S4. The level of theory is ωB97M-V/def2-TZVPD.

```
71
Properties=species:S:1:pos:R:3:forces:R:3:lowdin_spin:R:1
Fe -1.670505 1.397572 0.454019 -0.3288 0.1411 0.5807 3.743
O -1.251388 -0.119998 4.382399 0.0621 0.0605 -0.0231 0.011
C -1.638861 0.349866 3.300358 -0.1943 -0.1567 0.0156 0.009
N -0.946788 0.962637 2.359361 0.2193 0.0043 0.2692 0.044
C 0.466981 1.073297 2.594772 0.0495 0.0362 -0.0585 0.004
C 1.003541 2.275665 1.866206 -0.0199 0.0019 0.0072 0.002
C 2.226303 2.857978 2.200138 -0.0429 -0.0711 0.0353 0.001
C 2.646973 3.978257 1.516298 0.0055 0.0513 -0.0326 0.000
C 1.834335 4.503643 0.517374 0.0236 0.0002 0.0338 0.001
C 0.645958 3.860530 0.242839 -0.0490 -0.0427 0.0309 0.007
N 0.243294 2.764313 0.890361 0.0716 0.0149 -0.1903 0.035
C -3.109485 0.232211 2.947776 0.1125 0.0519 -0.0792 0.003
C -4.028204 -0.126905 3.924141 0.0265 -0.0142 -0.0477 0.001
C -5.365829 -0.186393 3.584757 -0.0428 -0.0153 0.0150 -0.001
C -5.739202 0.100850 2.279564 -0.0114 -0.0158 0.0109 0.001
C -4.754833 0.436414 1.367733 0.0966 -0.0580 -0.0448 0.009
N -3.460921 0.500275 1.687130 -0.1418 0.0667 0.0761 0.038
H 1.002344 0.187666 2.215538 -0.0238 -0.0227 0.0125 0.000
H 0.706177 1.140425 3.660638 -0.0262 0.0221 0.0082 0.001
H 2.816699 2.428512 2.999459 0.0067 0.0064 -0.0032 0.000
H 3.588950 4.451640 1.764830 0.0036 -0.0048 -0.0049 0.000
H 2.112746 5.390851 -0.033952 0.0074 0.0022 0.0024 0.000
H -0.027477 4.228546 -0.520962 0.0013 0.0005 -0.0071 0.002
H -3.655200 -0.343750 4.914622 -0.0005 0.0063 0.0078 0.000
H -6.111566 -0.450184 4.324959 0.0002 -0.0050 -0.0040 0.000
H -6.773357 0.067410 1.964804 -0.0044 0.0024 0.0085 0.000
H -5.000464 0.662391 0.337349 0.0107 0.0225 -0.0040 0.007
C 3.570721 -1.900922 -4.515774 -0.0138 0.0091 -0.0227 0.000
C 3.854183 -1.797813 -3.010873 0.0119 0.0222 0.0101 0.001
C 4.401922 -3.143421 -2.535895 0.0125 -0.0349 0.0024 0.000
C 4.938974 -0.736535 -2.781483 0.0356 0.0090 0.0116 0.000
C 2.577451 -1.402311 -2.272600 -0.0458 0.0535 -0.0462 0.005
C 1.970568 -0.177643 -2.538556 0.0472 -0.1029 0.0230 0.000
C 0.814343 0.173124 -1.881861 -0.1293 -0.0253 0.0897 0.006
Br -0.012294 1.818356 -2.325289 0.1070 0.0983 -0.2981 0.017
C 0.162050 -0.626340 -0.910952 0.0483 -0.2990 0.2324 0.009
O -0.915637 -0.244863 -0.290949 0.0748 0.0067 -0.5542 0.069
C 0.774028 -1.885668 -0.660367 0.0359 -0.0065 0.0132 0.006
C 1.944407 -2.216687 -1.344604 -0.0050 0.0011 0.0577 0.000
C 0.261822 -2.937168 0.348512 0.0136 0.0583 -0.0241 0.001
C 0.034385 -4.267313 -0.387398 -0.0135 -0.0513 -0.0283 0.000
C -1.046994 -2.608801 1.076970 -0.0067 0.0283 -0.0392 0.000
C 1.333910 -3.142328 1.430993 0.0320 -0.0135 0.0082 0.000
H 4.477647 -2.183693 -5.058101 -0.0005 -0.0006 -0.0097 0.000
H 3.217815 -0.950142 -4.918384 0.0032 0.0021 0.0108 0.000
H 2.800902 -2.649564 -4.712484 0.0070 -0.0096 0.0123 0.000
H 5.323764 -3.371969 -3.076144 0.0014 -0.0046 0.0029 0.000
H 3.696490 -3.955588 -2.722078 -0.0095 0.0075 -0.0124 0.000
H 4.630909 -3.131418 -1.468341 0.0049 0.0191 -0.0013 0.000
H 5.857552 -1.009215 -3.309236 0.0014 -0.0023 0.0013 0.000
H 5.167005 -0.641437 -1.718016 -0.0073 -0.0129 0.0021 0.000
H 4.625091 0.243603 -3.141993 -0.0199 -0.0003 -0.0035 0.000
H 2.387197 0.507966 -3.265232 -0.0097 0.0205 -0.0051 0.000
H 2.389710 -3.176439 -1.119264 0.0029 0.0194 -0.0125 0.000
H -0.727519 -4.149435 -1.160624 -0.0021 0.0125 0.0010 0.000
H -0.312278 -5.027109 0.318439 0.0016 0.0015 0.0028 0.000
H 0.940224 -4.643955 -0.864878 -0.0022 0.0067 0.0072 0.000
H -1.875860 -2.454297 0.388699 0.0027 -0.0079 -0.0412 0.000
H -0.965884 -1.715745 1.690000 0.0398 0.0478 0.0301 0.000
H -1.282740 -3.456972 1.728218 -0.0275 0.0342 0.0035 0.000
H 2.285891 -3.469910 1.008546 -0.0115 -0.0053 0.0106 0.000
H 1.001585 -3.895334 2.150636 0.0014 -0.0054 -0.0006 0.000
H 1.509134 -2.212848 1.975772 -0.0131 0.0110 0.0043 0.000
O -6.295621 6.222778 -2.045878 -0.0352 -0.0200 0.0444 0.031
C -5.540452 5.398084 -1.600543 0.0954 0.0148 -0.0727 0.012
S -4.626161 5.604915 -0.101341 -0.0470 0.0338 -0.0090 0.011
C -3.767996 4.072746 -0.124510 -0.2153 -0.2583 -0.4332 0.142
C -4.036898 3.236284 -1.229446 -0.0363 0.2828 0.3425 0.144
S -3.368534 1.730321 -1.504406 0.1940 -0.1069 -0.0986 0.301
S -5.193025 3.855437 -2.394157 -0.0815 0.0643 -0.0081 0.013
S -2.742009 3.695550 1.132365 0.1473 0.0181 0.1819 0.313
```
Forces are in eV/Å.

Computed properties:
multiplicity = 6
HOMO-LUMO gap (alpha / beta) = 7.018 / 5.937 eV
E_tot = -188949.1869 eV
highest occupied orbital energy (alpha / beta) = -4.600 / -4.781 eV
charge = -1
relative energy (zero: lowest compared OMol25 entry of this formula, charge and spin) = 0.000 eV


No. 2
This record from the OMol25 dataset describes a cluster of 2 separate species, C3H8N2O in total at a distorted geometry. The level of theory is ωB97M-V/def2-TZVPD.

```
14
Properties=species:S:1:pos:R:3:forces:R:3:nbo_charge:R:1
H -2.527556 1.047481 -0.179039 0.5391 -0.8526 -0.5467 0.348
N -1.610945 0.940804 -0.646188 -0.3402 0.7223 -1.8537 -0.726
C -1.703752 0.774836 -1.941692 0.0945 -0.3967 2.7952 0.267
N -0.522675 0.835664 -2.704370 -0.8826 -1.1123 1.8204 -0.825
H -2.669271 0.369912 -2.328031 0.8744 0.8694 -0.6547 0.169
H -0.556449 1.404222 -3.501166 -0.1803 0.6373 -1.3245 0.381
H 0.230879 1.100432 -2.075616 -0.0798 0.0895 -0.2049 0.389
C 0.693776 -1.091959 2.026867 0.6914 0.4128 1.1426 -0.724
C 2.100175 -0.623230 1.690516 1.7680 2.1814 2.3491 0.436
O 2.718439 0.449610 1.916139 -2.6639 -3.2815 -1.0952 -0.522
H 0.280898 -0.483608 2.891751 0.2689 -0.9737 -1.0669 0.241
H 0.097424 -0.963655 1.141833 -0.6396 0.0461 -0.3636 0.256
H 0.836770 -2.214465 2.217575 -0.6383 1.7071 0.0568 0.221
H 2.632284 -1.546048 1.491426 1.1884 -0.0492 -1.0539 0.091
```
Forces are in eV/Å.

Computed properties:
HOMO-LUMO gap = 10.466 eV
E_tot = -8266.7949 eV
SMILES string = [H]/N=C/N.CC=O
highest occupied orbital energy = -9.530 eV
relative energy (zero: lowest compared OMol25 entry of this formula, charge and spin) = 2.531 eV


No. 3
This record from the OMol25 dataset describes an isolated molecule of C5H10O. The level of theory is ωB97M-V/def2-TZVPD.

```
16
Properties=species:S:1:pos:R:3:forces:R:3:nbo_charge:R:1
C 2.346975 0.043688 -0.236836 0.0760 0.0298 0.0029 -0.599
C 0.960938 -0.268108 -0.794520 -0.0292 0.0978 0.1280 -0.581
C -0.050594 0.785865 -0.622774 -0.0530 -0.4044 -0.1273 0.210
O -0.783022 -0.290706 1.780080 -0.0165 -0.3042 0.0321 -0.712
C -1.744051 0.377346 0.984376 -0.2394 0.2573 -0.0233 -0.045
C -1.431622 0.244448 -0.522144 0.0586 0.0238 -0.0967 -0.599
H 3.107569 -0.635721 -0.635403 -0.1146 0.0857 0.0563 0.204
H 2.334011 -0.059488 0.852822 0.0058 0.0297 -0.1565 0.215
H 2.624542 1.074438 -0.473373 -0.0241 -0.1507 0.0155 0.221
H 0.641760 -1.299103 -0.548183 -0.0229 0.1780 -0.0360 0.177
H 0.987972 -0.233718 -1.907672 -0.0387 0.0401 0.0416 0.271
H -0.808849 -1.228040 1.547920 0.0393 0.1174 0.1133 0.461
H -2.759763 0.004979 1.180872 0.1718 0.0460 -0.0592 0.172
H -1.698713 1.428149 1.278118 -0.0071 -0.1360 -0.0460 0.198
H -1.574225 -0.813192 -0.819830 0.0994 0.1349 0.0278 0.169
H -2.152934 0.869156 -1.063447 0.0947 -0.0452 0.1273 0.239
```
Forces are in eV/Å.

Computed properties:
HOMO-LUMO gap = 8.584 eV
E_tot = -7390.8614 eV
highest occupied orbital energy = -8.259 eV
relative energy (zero: lowest compared OMol25 entry of this formula, charge and spin) = 3.904 eV


No. 4
This record from the OMol25 dataset describes a cluster of 8 separate species, H16O8 in total at a distorted geometry. The level of theory is ωB97M-V/def2-TZVPD.

```
24
Properties=species:S:1:pos:R:3:forces:R:3:nbo_charge:R:1
O 0.081447 -0.222652 -0.970508 -2.4357 2.2946 -1.6110 -0.921
H 0.988187 -0.274271 -1.074344 2.6087 0.6630 0.4442 0.452
H -0.240732 0.218137 -0.201258 0.4860 0.4671 0.7708 0.466
O -2.396502 2.620686 0.037745 2.8554 -0.3108 1.1511 -0.943
H -1.384052 2.539714 0.146235 -2.4895 0.3954 -0.5104 0.466
H -2.538431 2.883465 -0.865203 0.0253 0.1861 -0.6022 0.477
O -0.277360 -0.463965 3.127247 0.6796 1.5769 1.0083 -0.927
H -0.474140 0.483695 3.295068 0.3573 -0.8680 0.1113 0.466
H -0.902491 -0.669253 2.463044 -1.0371 -0.7165 -1.1370 0.461
O -4.216013 0.593882 0.053652 -1.0363 -0.4973 -2.3732 -0.951
H -3.595837 0.677398 0.755364 1.0412 0.3830 0.2334 0.471
H -3.771094 0.667773 -0.839793 -0.3592 -0.1942 2.1115 0.481
O 0.400301 -2.361515 -0.480908 3.9889 -1.4518 1.5014 -0.923
H 0.240863 -2.860949 -1.278822 0.6268 -0.1121 -0.2864 0.464
H 1.372523 -2.039797 -0.487912 -2.5754 -1.3711 -0.0743 0.450
O 3.950228 3.467701 -0.527528 1.5524 -1.9360 1.5539 -0.913
H 3.525522 2.700819 -0.106215 0.8683 -0.0262 0.1719 0.459
H 3.191158 3.812583 -0.893773 -2.4086 1.9547 -1.7270 0.454
O -1.693385 -1.723844 -1.236759 -2.5205 0.7110 -3.0330 -0.889
H -1.480577 -2.517004 -1.705866 -0.2806 -0.4484 -1.0852 0.437
H -1.663906 -2.059292 -0.392997 0.0110 -0.6696 3.3897 0.458
O 3.950655 -1.658247 0.385324 1.7551 0.9846 4.1633 -0.927
H 3.431597 -1.950860 1.161118 0.3439 0.1580 -0.7894 0.480
H 3.502034 -1.864203 -0.362914 -2.0572 -1.1724 -3.3819 0.450
```
Forces are in eV/Å.

Computed properties:
HOMO-LUMO gap = 9.920 eV
E_tot = -16636.1870 eV
SMILES string = O.O.O.O.O.O.O.O
highest occupied orbital energy = -10.304 eV
relative energy (zero: lowest compared OMol25 entry of this formula, charge and spin) = 5.824 eV